The following is a DFT calculation (ωB97M-V/def2-TZVPD) of C35H37NO3P2Sr as an isolated structure at a distorted geometry.

Last column: Mulliken charge in e.
CARTESIAN COORDINATES (ANGSTROEM)
Sr 1.46 -1.68 -0.21  1.61
P 0.13 -2.34 -9.36  -0.01
P 2.12 0.41 -9.62  0.02
O 0.77 0.67 3.53  -0.51
O -0.47 -1.12 3.48  -0.55
O 0.66 -0.53 1.65  -0.62
N 0.31 -0.32 2.96  0.67
C -0.83 -5.75 -11.47  -0.55
C -2.95 0.75 -1.65  -0.88
C -0.87 -2.45 -7.82  0.53
C -0.50 -1.58 -6.77  -0.80
C 3.19 2.52 -11.31  -0.18
C -2.69 0.05 0.76  -0.53
C -2.79 -0.24 -0.55  -0.33
C -2.06 2.54 0.54  -0.88
C -0.76 -3.51 -10.50  0.28
C 2.89 0.39 -0.35  -1.65
C 2.74 1.19 -11.21  0.30
C -1.66 1.30 -2.28  0.37
C -1.93 -3.19 -11.19  0.13
C -0.74 2.27 -0.11  -0.19
C 3.06 0.93 -13.61  -0.63
C 2.17 1.85 -8.49  0.42
C -2.63 1.39 1.39  -0.58
C 1.18 2.83 -8.42  0.08
C -2.70 -3.28 -6.48  -0.54
C 3.47 2.28 -13.70  -0.35
C -1.24 -1.57 -5.59  -0.25
C 3.53 3.07 -12.54  -0.62
C -0.60 1.81 -1.36  -0.59
C 1.34 3.92 -7.56  -0.64
C -1.96 -3.31 -7.66  -0.44
C 3.45 3.02 -6.78  -0.55
C -0.19 -4.79 -10.67  -0.32
C -2.02 -5.42 -12.13  -0.41
C -2.56 -4.14 -12.00  -0.69
C 2.70 0.40 -12.37  -0.34
C 0.37 0.36 -10.07  -0.37
C -0.42 -0.75 -10.00  -0.60
C 3.30 1.93 -7.64  -0.48
C -2.35 -2.41 -5.45  -0.45
C 2.47 4.02 -6.74  -0.52
H -3.48 -3.87 -12.53  0.38
H -1.21 0.52 -2.93  -0.47
H -2.03 1.30 2.31  0.34
H 0.29 2.77 -9.04  0.27
H -1.47 -0.68 -10.33  0.37
H 2.59 4.88 -6.07  0.39
H 2.37 -0.64 -12.31  0.37
H 0.15 2.52 0.48  0.35
H -2.78 -1.29 -0.87  0.45
H -1.98 2.14 -2.94  0.30
H -0.39 -6.75 -11.57  0.37
H -2.80 2.90 -0.19  0.36
H 4.33 3.09 -6.15  0.40
H 3.85 4.12 -12.61  0.36
H -2.94 -2.38 -4.52  0.38
H 3.62 0.10 -1.15  0.41
H -3.62 1.57 -1.36  0.42
H -2.60 -0.76 1.48  0.37
H -2.38 -2.20 -11.10  0.13
H -2.24 -4.00 -8.46  0.29
H 0.36 -0.92 -6.90  0.38
H -2.51 -6.17 -12.76  0.36
H 0.75 -5.03 -10.17  0.36
H 3.40 0.20 0.62  0.46
H 3.02 0.31 -14.52  0.35
H -3.56 -3.94 -6.37  0.36
H 4.06 1.14 -7.68  0.36
H -0.02 1.29 -10.51  0.67
H 0.41 1.80 -1.80  0.40
H 3.24 3.14 -10.41  0.27
H -3.65 1.73 1.70  0.29
H -1.87 3.36 1.26  0.37
H 3.73 2.71 -14.67  0.34
H -0.94 -0.91 -4.78  0.37
H 2.86 1.50 -0.41  0.17
H -3.46 0.21 -2.46  0.47
H 0.58 4.71 -7.54  0.40

energy = -2349.536479 Ha
E_HOMO = -0.278 hartree
charge = 0
gap between HOMO and LUMO = 0.224 Eh
maximum force = 2.43 eV Å⁻¹